No. 1
A molecular structure, C36H29BeGe2N2O4 in a non-equilibrium geometry. Source: the Open Molecules 2025 dataset; level of theory: ωB97M-V with the def2-TZVPD basis set.

```
74
Properties=species:S:1:pos:R:3:forces:R:3
Be -0.929320 1.634480 1.339284 0.8 -0.8 -1.7
O -4.031619 3.216414 5.342558 0.0 0.4 -1.0
C -3.079953 2.500415 5.887630 -0.6 -0.4 1.2
O -3.161374 2.285680 7.075257 0.9 -0.6 0.1
C -2.019289 1.903847 5.019932 0.5 0.3 -0.9
C -1.222620 0.800764 5.261037 0.7 -0.5 0.4
N -0.488934 0.564571 4.116702 -0.7 0.4 1.0
N -0.736815 1.465124 3.132030 -1.0 0.1 3.0
C -1.641379 2.295177 3.717449 0.4 -1.1 -1.3
C -2.264932 3.150138 2.678217 0.4 -0.6 -2.1
O -3.289449 3.758770 2.895453 -0.5 0.8 0.3
O -1.703237 2.985790 1.497397 -0.8 0.6 1.6
H -3.857330 3.413743 4.381010 0.0 0.1 -0.1
H -1.141679 0.227351 6.242195 0.0 0.7 -1.8
H 0.239551 -0.112805 4.015009 0.2 -0.3 -0.3
C -0.401536 0.741520 -0.030434 2.9 -1.0 0.8
Ge 1.370764 0.224754 -0.479515 0.0 -0.8 0.6
C 2.573121 1.522307 0.256410 2.5 1.3 0.7
C 3.409175 2.460404 -0.446964 -0.8 -0.7 2.8
C 4.446866 3.080622 0.289908 -0.3 -0.9 -1.7
C 4.760917 2.734737 1.602215 -0.9 0.3 -0.3
C 3.789237 2.080806 2.370514 -0.5 -0.3 -0.1
C 2.747694 1.429666 1.678290 1.3 1.3 -1.8
C 1.501438 0.182666 -2.443129 1.4 0.1 -1.2
C 1.172543 1.334896 -3.161434 0.1 0.7 1.1
C 1.500840 1.477053 -4.491343 0.3 0.8 -1.2
C 2.416051 0.625475 -5.124668 -0.6 0.3 0.8
C 2.889230 -0.443000 -4.400434 -1.5 -0.6 0.8
C 2.306707 -0.724047 -3.159235 0.6 -0.3 1.0
C 2.381486 -1.587352 -0.079639 -1.7 1.2 -1.4
C 3.709450 -1.728667 0.249842 0.8 1.7 0.8
C 4.231055 -2.965917 0.487931 1.9 -0.9 0.8
C 3.466539 -4.117166 0.377666 -0.3 1.6 -0.3
C 2.152762 -3.996360 -0.113087 1.4 -0.6 -0.6
C 1.655256 -2.743802 -0.446785 -0.5 0.0 0.6
H 3.248989 2.682757 -1.489299 0.1 0.0 -0.2
H 5.065057 3.717072 -0.338451 0.5 0.0 0.5
H 5.763227 2.879675 1.944108 0.2 0.8 0.6
H 3.785588 2.107558 3.489296 0.5 -0.5 -1.1
H 2.161355 0.717694 2.177343 -1.0 -0.7 0.9
H 0.789077 2.200911 -2.580511 -0.4 -0.7 -0.7
H 1.080055 2.318468 -5.056488 0.4 -0.2 0.3
H 2.779056 0.793011 -6.113797 0.0 0.3 -0.6
H 3.540592 -1.183198 -4.794030 0.7 -0.3 -0.5
H 2.620070 -1.639722 -2.639498 -0.1 0.4 -0.3
H 4.441321 -0.883779 0.434160 -1.4 -0.6 -0.4
H 5.312952 -2.956031 0.820421 -1.3 -0.6 -0.4
H 3.938232 -5.027790 0.619432 0.1 -1.2 0.1
H 1.722947 -4.944667 -0.421334 -0.7 0.2 0.1
H 0.668463 -2.673552 -0.965480 1.1 0.0 0.7
Ge -1.303422 0.074196 -1.572412 -0.8 2.1 1.5
C -2.711213 0.677519 -0.373278 -3.4 0.7 -2.4
C -3.552588 1.809972 -0.725243 -0.1 -0.7 0.7
C -4.924754 1.704974 -0.494462 -0.2 0.7 0.3
C -5.456409 0.588486 0.185753 -0.2 -0.7 0.0
C -4.621245 -0.400294 0.716533 0.6 0.4 0.9
C -3.234597 -0.305060 0.449093 -0.9 -0.3 1.1
C -1.598009 -1.704491 -2.254927 -0.5 -0.6 0.4
C -1.540876 -2.611300 -1.212865 0.4 -0.1 1.6
C -1.628573 -3.980101 -1.322018 0.4 -1.1 0.4
C -1.769564 -4.487592 -2.593840 -0.6 0.3 -0.6
C -2.080898 -3.610108 -3.632408 0.5 1.3 -0.8
C -1.989613 -2.205915 -3.502107 -0.1 -0.9 1.4
H -1.354902 0.969794 -2.762356 -0.2 0.6 -0.9
H -3.094872 2.770057 -1.060714 -0.4 -1.1 -0.3
H -5.624203 2.527460 -0.801514 0.8 -0.8 0.3
H -6.530927 0.444676 0.318177 0.2 0.4 -0.1
H -5.001945 -1.186384 1.433983 0.3 0.9 -1.1
H -2.487019 -0.952792 0.936154 -0.7 -0.2 -0.5
H -1.327282 -2.233040 -0.211521 0.0 0.1 -0.2
H -1.498318 -4.683344 -0.451405 -0.1 1.0 -0.9
H -1.684068 -5.537010 -2.780861 -0.2 -0.5 -0.1
H -2.320794 -3.918231 -4.641399 0.0 -0.6 0.1
H -2.332086 -1.537943 -4.269531 0.3 0.1 -0.5
```
Positions in Å, forces in eV/Å.

Calculated values
Net charge = -1
Highest occupied orbital energy (alpha / beta) = -3.38 / -3.38 eV
LUMO (alpha / beta) = 2.04 / 2.04 eV
Gap between HOMO and LUMO (alpha / beta) = 0.199 / 0.199 Ha


No. 2
2 unconnected molecules or ions with the total composition C23H26NO2 in a non-equilibrium geometry. Source: the Open Molecules 2025 dataset; level of theory: ωB97M-V with the def2-TZVPD basis set.

```
52
Properties=species:S:1:pos:R:3:forces:R:3
C 4.486582 0.403352 3.327793 0.4 -0.3 -0.1
O 3.070625 0.618499 3.127018 -1.1 -0.6 -0.1
C 2.175936 -0.320603 3.108971 0.1 1.0 1.2
C 0.805571 0.010838 3.284628 0.5 0.3 0.2
C -0.085554 -1.060244 3.495850 -0.2 -0.1 -0.4
C -1.446299 -0.823437 3.532812 0.2 -0.5 0.2
C -1.948575 0.479938 3.462304 0.1 -0.3 -0.3
C -3.428975 0.680434 3.433123 -0.1 0.3 0.1
C -1.049995 1.556275 3.401286 0.3 0.5 0.0
C 0.313878 1.352665 3.341363 0.0 -0.5 -0.1
H 4.875420 1.418152 3.386466 0.1 -0.2 -0.1
H 4.684010 -0.125308 4.272437 -0.3 0.2 -0.3
H 4.913817 -0.142256 2.477511 -0.2 0.2 0.2
H 2.479890 -1.380380 3.099961 0.1 0.5 -0.1
H 0.342037 -2.054555 3.627965 -0.3 0.1 -0.3
H -2.147759 -1.658618 3.599558 0.3 0.3 0.1
H -3.679794 1.743020 3.430342 0.0 -0.2 0.0
H -3.862135 0.219613 2.536704 0.1 0.1 0.1
H -3.900006 0.208871 4.302579 0.1 0.1 -0.1
H -1.458952 2.569293 3.386730 0.2 -0.3 0.1
H 1.023955 2.177153 3.366904 -0.3 -0.1 -0.3
C -1.711731 0.110982 -3.215082 -0.1 0.0 -0.1
C -0.875137 -0.167948 -1.984349 0.0 0.1 0.3
N -0.321890 -1.433864 -1.952531 -0.1 0.5 -0.2
C 0.696570 -1.875755 -1.093846 -0.2 0.0 1.1
C 1.544984 -2.972769 -1.649753 1.0 -1.0 1.3
C 2.234684 -3.757638 -0.766413 -0.8 0.9 -1.1
C 3.151606 -4.846483 -1.186965 0.4 -0.4 -0.5
C 2.715219 -5.502375 -2.511965 -0.1 -0.3 0.6
C 2.215327 -4.507622 -3.512568 -0.1 0.2 -0.1
C 2.299481 -4.850491 -4.861263 0.0 0.3 -0.1
C 1.920707 -3.954339 -5.855163 -0.3 0.3 0.2
C 1.484180 -2.675468 -5.477345 0.2 -0.3 -0.1
C 1.421768 -2.326111 -4.125637 -0.1 0.0 -0.1
C 1.693281 -3.254881 -3.102839 0.4 -0.2 -0.8
C 0.819246 -1.407483 0.180209 -0.2 0.0 -0.9
O -0.700601 0.665034 -1.110529 -0.1 -0.4 -0.4
H -1.803964 -0.751581 -3.888024 0.0 0.2 0.2
H -2.712883 0.424449 -2.893673 0.3 0.0 -0.1
H -1.246018 0.938861 -3.769489 -0.2 -0.2 0.2
H -0.520183 -1.996553 -2.770599 0.2 0.0 0.3
H 2.167188 -3.555958 0.292482 -0.1 -0.1 0.0
H 4.171531 -4.432985 -1.324180 -0.3 -0.1 0.2
H 3.214533 -5.610395 -0.399937 0.1 0.2 -0.2
H 3.566386 -6.047953 -2.944985 -0.3 0.1 0.1
H 1.923255 -6.244105 -2.309718 0.2 0.2 0.0
H 2.688760 -5.834467 -5.132459 -0.1 0.3 0.1
H 1.983197 -4.241580 -6.907113 -0.1 0.2 0.3
H 1.204540 -1.949535 -6.244911 0.2 -0.2 0.3
H 1.194199 -1.293647 -3.865716 -0.1 -0.3 -0.1
H 1.552358 -1.856761 0.853838 -0.1 0.4 -0.4
H 0.178808 -0.595950 0.538977 0.3 -0.5 -0.2
```
Positions in Å, forces in eV/Å.

Calculated values
Net charge = +1
Highest occupied orbital energy = -10.18 eV
LUMO = -5.06 eV
Gap between HOMO and LUMO = 0.188 Ha


No. 3
2 unconnected molecules or ions with the total composition C4H9NO in a non-equilibrium geometry. Source: the Open Molecules 2025 dataset; level of theory: ωB97M-V with the def2-TZVPD basis set.

```
15
Properties=species:S:1:pos:R:3:forces:R:3
N -1.702133 0.027633 0.527093 2.5 3.0 1.4
C -0.431466 0.674664 0.256675 -6.3 3.1 -0.3
C 1.059237 0.946865 1.187607 -3.8 -2.5 0.2
C 0.769472 -0.010786 0.138044 5.7 -2.0 -1.5
C 1.561859 0.614929 -1.124239 0.1 2.6 0.6
H -1.828979 -0.952864 0.107193 0.5 -2.0 -0.8
H -1.801201 -0.002926 1.545063 -0.2 -0.8 -0.2
H -0.634423 1.695019 -0.141287 0.7 -1.2 -0.7
H 0.986230 0.739852 2.260212 1.4 -0.2 -0.1
H 2.684273 0.489810 -0.998799 -1.6 -0.2 -0.2
H 1.183117 0.470608 -2.169358 0.1 -0.6 1.3
H 1.318674 1.696197 -0.834462 1.0 -0.8 -1.3
H -2.361118 -2.924069 -0.221104 -0.3 -0.2 0.1
H 0.855462 -1.103335 0.017139 -0.3 0.3 1.0
O -1.659004 -2.361598 -0.549777 0.3 1.4 0.4
```
Positions in Å, forces in eV/Å.

Calculated values
Highest occupied orbital energy = -8.21 eV
LUMO = -3.85 eV
Gap between HOMO and LUMO = 0.160 Ha


No. 4
A molecular structure, C11H9AsBr4Cl3NO2Pt in a non-equilibrium geometry. Source: the Open Molecules 2025 dataset; level of theory: ωB97M-V with the def2-TZVPD basis set.

```
32
Properties=species:S:1:pos:R:3:forces:R:3
Pt 0.765387 -0.189055 0.462851 -1.1 0.5 1.0
Br -4.297056 2.539596 4.899192 0.0 0.0 0.0
C -3.094899 2.176946 3.497700 -0.1 0.3 -0.3
C -3.112534 2.993137 2.326255 -0.1 -0.1 0.4
Br -4.334547 4.417623 2.195812 0.0 0.0 0.0
C -2.227375 2.749118 1.303957 0.3 -0.3 0.0
Br -2.158984 3.800296 -0.254939 0.0 0.0 -0.1
C -1.276853 1.705908 1.403376 -0.8 -0.2 0.9
O -0.333229 1.553943 0.549174 1.1 -0.5 -0.9
C -1.321117 0.802083 2.532109 -0.5 0.8 -0.1
O -0.602090 -0.229272 2.516774 1.0 -0.6 -0.6
C -2.216738 1.130052 3.602972 0.4 -0.2 -0.3
Br -2.144477 -0.009999 5.090645 0.0 0.0 0.1
C -0.724765 -1.704571 -2.578942 0.0 0.0 0.1
As 0.448392 -0.325313 -1.867912 0.1 0.2 -0.4
C 2.048020 -0.583196 -2.937260 0.0 0.0 0.1
C -0.309994 1.286993 -2.627364 0.0 0.0 0.1
H -0.754476 -1.641625 -3.666954 0.0 0.0 0.0
H -1.726189 -1.562947 -2.176586 0.0 0.0 0.0
H -0.362087 -2.686049 -2.278228 0.0 0.0 0.0
H 1.811007 -0.555758 -4.000131 0.0 0.0 0.0
H 2.494509 -1.546175 -2.691108 0.0 0.0 0.0
H 2.761218 0.203643 -2.697996 0.0 0.0 0.0
H -0.308487 1.230060 -3.715981 0.0 0.0 0.0
H 0.267614 2.143901 -2.286914 0.0 0.0 0.0
H -1.327102 1.404658 -2.258974 0.0 0.0 0.0
Cl 4.685413 -3.300734 2.588001 0.0 0.0 -0.1
C 3.941200 -3.468447 0.992617 0.1 -0.1 0.0
Cl 3.124817 -5.036277 0.854623 0.0 0.1 0.0
Cl 5.167205 -3.303627 -0.280258 -0.1 0.0 0.0
C 2.952512 -2.409732 0.818069 -0.3 0.3 0.0
N 2.165702 -1.585180 0.685420 0.0 -0.2 0.0
```
Positions in Å, forces in eV/Å.

Calculated values
Highest occupied orbital energy (alpha / beta) = -6.59 / -7.10 eV
LUMO (alpha / beta) = -1.37 / -0.67 eV
Gap between HOMO and LUMO (alpha / beta) = 0.192 / 0.236 Ha


Total energy
In order: -162403.8694; -29850.3519; -7821.6842; -398958.1588
Unit: eV
ΔE to the lowest compared entry with this formula, charge and spin
In order: 407.2; 239.2; 1026.2; 142.0
Unit: kJ/mol